1.
# H14NO10

A 8-piece molecular cluster, H14NO10 overall (wB97M-V/def2-TZVPD, the Open Molecules 2025 dataset).

Structure (ORCA input):
```
! RIJCOSX wB97M-V def2-TZVPD def2/J DEFGRID3
* xyz -1 1
N -29.68880 -4.76408 28.61791
O -30.18322 -4.70368 29.74189
O -28.55465 -5.28805 28.43507
O -30.30789 -4.36552 27.59497
O -26.35155 -3.46441 28.61562
H -26.49394 -2.72183 28.01938
H -26.91743 -4.17288 28.25993
O -31.31479 -7.52155 28.12561
H -30.52816 -7.05676 28.43148
H -31.78413 -7.74973 28.93452
O -30.73439 -6.23653 32.06939
H -30.57171 -5.51412 31.43567
H -31.46963 -5.92795 32.60720
O -28.79848 -2.89193 25.42355
H -29.43795 -2.17376 25.42180
H -28.94375 -3.34091 26.27074
O -27.17840 -6.32723 30.72110
H -27.79062 -6.02079 30.02038
H -26.83767 -7.16451 30.39474
O -33.22700 -4.43433 28.08786
H -32.28859 -4.23887 27.90212
H -33.58689 -3.60365 28.41269
O -31.46129 -5.19129 25.19400
H -31.10925 -4.70647 25.96421
H -30.78310 -5.84312 24.99935
*
```

The calculation puts the LUMO energy at 3.3 eV. For the relative energy (zero: lowest compared OMol25 entry of this formula, charge and spin), the calculation gives 13.2 kcal/mol. The calculation puts the molecular weight at 188.11 g mol⁻¹.

Atomic partial charges in e from the Löwdin method, atoms 1 to 2: number 1, N, carries -0.53; number 2, O, carries 0.02

=====

2.
# H14NO5

A 6-piece molecular cluster, H14NO5 overall (wB97M-V/def2-TZVPD, the Open Molecules 2025 dataset).

Structure (ORCA input):
```
! RIJCOSX wB97M-V def2-TZVPD def2/J DEFGRID3
* xyz 0 2
N -0.89841 1.07933 0.22939
H -1.04542 1.90948 0.86044
H -1.49476 0.33163 0.63502
H -1.06277 1.57983 -0.65333
H 0.10933 0.88971 0.41779
H 3.96117 -0.48841 -1.89000
H 4.74767 -1.27447 -0.84267
O 4.10440 -0.58118 -0.94693
H -0.96687 -3.58814 -2.36210
H -2.38022 -3.71479 -3.01852
O -1.87303 -3.27694 -2.33560
H -3.14502 -1.26533 0.64057
H -2.40253 -1.95818 -0.49573
O -2.27420 -1.30665 0.21175
H 2.40459 2.22720 0.36184
H 2.44903 0.78695 0.22539
O 1.79635 1.48318 0.39705
H -1.58763 2.70387 3.12072
H -0.10422 2.77897 3.07666
O -0.85485 2.63513 2.48902
*
```

Its expectation value of S² is 0.75. The calculation puts the LUMO energy (alpha / beta) at 0.5 / 0.5 eV. For the relative energy (zero: lowest compared OMol25 entry of this formula, charge and spin), the calculation gives 17.5 kcal/mol. The calculation puts the molecular weight at 108.11 g mol⁻¹.

Atomic partial charges in e from the Löwdin method, atoms 1 to 2: number 1, N, carries 0.11; number 2, H, carries 0.04

=====

3.
# H14NO5

A 6-piece molecular cluster, H14NO5 overall (wB97M-V/def2-TZVPD, the Open Molecules 2025 dataset).

Structure (ORCA input):
```
! RIJCOSX wB97M-V def2-TZVPD def2/J DEFGRID3
* xyz 1 1
N -0.82701 0.48700 -0.10199
H -1.68467 0.83969 -0.51403
H -0.23549 0.14376 -0.89813
H -0.22711 1.19242 0.34462
H -1.06649 -0.32628 0.47946
H 4.24470 -1.17346 -0.52595
H 4.25330 -2.18148 -1.65597
O 3.68072 -1.53883 -1.21746
H -4.20816 0.19404 0.35315
H -4.30604 1.49286 1.17494
O -3.72406 0.75210 0.97406
H 1.64184 -0.25112 -2.72175
H 1.77975 -0.79584 -1.31568
O 1.26902 -0.15801 -1.83891
H -0.16198 -2.41591 1.51239
H -0.88281 -2.89833 0.26272
O -0.89743 -2.19835 0.92715
H 0.71001 2.51725 2.20426
H 0.38500 3.62954 1.19725
O 0.25690 2.68894 1.35989
*
```

The calculation puts the LUMO energy at -2.8 eV. For the relative energy (zero: lowest compared OMol25 entry of this formula, charge and spin), the calculation gives 12.9 kcal/mol. The calculation puts the molecular weight at 108.11 g mol⁻¹.

Atomic partial charges in e from the Löwdin method, atoms 1 to 2: number 1, N, carries 0.28; number 2, H, carries 0.12

=====

4.
# H14O6S

A 7-piece molecular cluster, H14O6S overall (wB97M-V/def2-TZVPD, the Open Molecules 2025 dataset).

Structure (ORCA input):
```
! RIJCOSX wB97M-V def2-TZVPD def2/J DEFGRID3
* xyz 0 1
O 1.19493 -0.26622 -0.43405
H 0.69323 0.19150 -1.13598
H 2.14134 0.02379 -0.49718
O -0.28473 1.53426 1.59251
H -0.91484 2.14306 1.14951
H 0.16699 0.86769 0.98035
O -0.89830 -2.36501 -0.70718
H -0.28809 -2.94292 -1.33047
H -0.26234 -1.80717 -0.23565
O -1.38822 0.08490 -1.74986
H -2.10016 0.78859 -1.60305
H -1.55364 -0.82622 -1.38325
O 3.05020 3.14889 -0.58307
H 2.07318 2.93561 -0.33273
H 3.11295 4.08010 -0.33078
O -3.18079 0.76402 -3.96923
H -2.38592 0.22654 -3.71328
H -3.74361 0.00836 -3.76687
S 0.77970 -1.62941 3.21095
H 1.95347 -2.05297 3.42351
H 0.68761 -0.77199 4.20777
*
```

As for the SMILES: O.O.O.O.O.O.S. The calculation puts the LUMO energy at 0.2 eV. For the relative energy (zero: lowest compared OMol25 entry of this formula, charge and spin), the calculation gives 34.8 kcal/mol. The calculation puts the molecular weight at 142.17 g mol⁻¹.

Atomic partial charges in e from the Löwdin method, atoms 1 to 2: number 1, O, carries -0.09; number 2, H, carries 0.03

=====

5.
# H14O6S2

A 7-piece molecular cluster, H14O6S2 overall (wB97M-V/def2-TZVPD, the Open Molecules 2025 dataset).

Structure (ORCA input):
```
! RIJCOSX wB97M-V def2-TZVPD def2/J DEFGRID3
* xyz 0 1
S 0.26643 1.05202 3.06156
S 2.03189 -0.08939 2.90754
H 0.86232 2.18894 2.94165
H 2.32748 0.07861 1.62381
O -2.13495 -0.81899 -0.92150
H -2.40600 -1.55351 -0.38045
H -2.22220 0.07463 -0.42890
O -2.40370 1.28576 1.07541
H -2.70435 1.36925 2.00976
H -3.02676 1.45780 0.32384
O 1.68502 0.60268 -0.68555
H 1.24923 0.30808 0.16462
H 0.94413 0.78945 -1.31241
O -0.63947 0.43347 -3.01092
H -0.16154 -0.31370 -3.47187
H -1.12437 -0.15192 -2.41848
O 3.29218 -0.28852 -3.44297
H 3.45809 0.67615 -3.34537
H 3.05268 -0.60466 -2.48562
O -0.93114 -2.18990 2.25625
H -0.11072 -1.68275 2.46838
H -1.30424 -2.62351 3.07121
*
```

As for the SMILES: SS.O.O.O.O.O.O. The calculation puts the LUMO energy at -0.3 eV. For the relative energy (zero: lowest compared OMol25 entry of this formula, charge and spin), the calculation gives 38.1 kcal/mol. The calculation puts the molecular weight at 174.24 g mol⁻¹.

Atomic partial charges in e from the Löwdin method, atoms 1 to 2: number 1, S, carries 0.32; number 2, S, carries 0.33

=====

6.
# H14O7

A 7-piece molecular cluster, H14O7 overall (wB97M-V/def2-TZVPD, the Open Molecules 2025 dataset).

Structure (ORCA input):
```
! RIJCOSX wB97M-V def2-TZVPD def2/J DEFGRID3
* xyz -1 2
O -2.07038 -1.17764 3.76988
H -1.57852 -1.61569 4.46444
H -1.41044 -0.68369 3.28332
O -3.44825 0.40414 -0.25184
H -2.52043 0.63631 -0.21323
H -3.72196 0.35623 0.66414
O 0.25484 -0.79805 2.09448
H 0.76456 -0.02775 2.34557
H 0.89952 -1.50295 2.03339
O 1.37252 2.75287 -3.13966
H 2.20944 2.68545 -3.59928
H 1.46758 2.17556 -2.38209
O -0.77742 0.58397 -0.19180
H -0.02798 0.65741 -0.78273
H -0.40042 0.29468 0.63911
O 1.69649 0.77922 -1.22725
H 2.14451 0.72977 -0.38280
H 1.57002 -0.13372 -1.48565
O 1.15665 -1.75101 -2.14112
H 1.90391 -2.33453 -2.00946
H 0.51576 -2.03057 -1.48742
*
```

Its expectation value of S² is 0.75. The calculation puts the LUMO energy (alpha / beta) at 3.4 / 3.3 eV. For the relative energy (zero: lowest compared OMol25 entry of this formula, charge and spin), the calculation gives 0.0 kcal/mol. The calculation puts the molecular weight at 126.10 g mol⁻¹.

Atomic partial charges in e from the Löwdin method, atoms 1 to 2: number 1, O, carries -0.12; number 2, H, carries 0.01